# 1
{
  "formula": "C5H11N4O5S",
  "method": "the ωB97M-V functional and the def2-TZVPD basis",
  "symbols": ["N", "C", "C", "N", "N", "C", "C", "O", "C", "N", "O", "S", "O", "O", "O", "H", "H", "H", "H", "H", "H", "H", "H", "H", "H", "H"],
  "xyz": [[-2.924, 1.418, -1.160], [-1.784, 0.579, -0.851], [-2.205, -0.487, 0.224], [-1.441, -1.321, 0.647], [-0.303, -1.679, 0.156], [0.694, -2.194, 0.884], [1.892, -2.838, 0.158], [2.942, -1.879, -0.284], [-0.780, 1.221, 0.003], [-1.138, 2.290, 0.588], [0.324, 0.607, 0.153], [1.759, 1.619, 0.296], [1.403, 2.586, 1.283], [2.110, 2.054, -0.999], [2.630, 0.489, 0.893], [-2.762, 2.018, -1.890], [-3.788, 0.921, -1.289], [-1.178, 0.120, -1.785], [-3.225, -0.421, 0.538], [0.764, -2.000, 1.941], [2.428, -3.571, 0.705], [1.589, -3.303, -0.800], [2.490, -1.508, -1.108], [-1.949, 2.720, 0.284], [-0.431, 2.834, 1.072], [2.883, -0.273, 0.341]],
  "e_tot_ev": -32385.8928,
  "largest_force_ev_per_a": 5.6,
  "gap_ev": [9.0, 9.0],
  "e_above_lowest_kj_mol": 106.9,
  "charge": 1,
  "smiles": "N[C@H](/C=N\\N=C\\CO)C(=[NH2+])OS(=O)(=O)O",
  "multiplicity": 1
}

=====

# 2
{
  "formula": "C5H11N4S",
  "method": "the ωB97M-V functional and the def2-TZVPD basis",
  "symbols": ["C", "C", "C", "C", "C", "N", "N", "N", "N", "S", "H", "H", "H", "H", "H", "H", "H", "H", "H", "H", "H"],
  "xyz": [[-0.084, -0.398, 1.333], [-1.263, -0.817, -0.800], [-0.881, 1.597, 0.181], [1.301, -1.060, -0.558], [-1.205, 0.075, 0.427], [1.279, -0.243, 0.663], [0.067, -1.155, -1.365], [0.481, 1.951, -0.077], [1.511, 1.150, 0.502], [0.092, -1.632, -2.887], [-0.101, 0.111, 2.258], [-0.098, -1.437, 1.465], [-1.911, -1.650, -0.532], [-1.888, -0.464, -1.583], [-1.307, 1.851, -0.862], [-1.382, 2.222, 1.023], [2.152, -0.654, -1.117], [1.375, -2.031, -0.217], [-2.100, 0.069, 0.994], [1.684, 1.371, 1.456], [2.278, 1.144, -0.305]],
  "e_tot_ev": -22145.3592,
  "largest_force_ev_per_a": 4.1,
  "gap_ev": [4.3, 4.3],
  "e_above_lowest_kj_mol": 753.1,
  "charge": 1,
  "multiplicity": 1
}

=====

# 3
{
  "formula": "C5H11NO",
  "method": "the ωB97M-V functional and the def2-TZVPD basis",
  "symbols": ["O", "C", "C", "C", "C", "C", "N", "H", "H", "H", "H", "H", "H", "H", "H", "H", "H", "H"],
  "xyz": [[2.731, -2.154, -0.106], [2.151, -1.167, 0.421], [1.012, -0.343, -0.136], [-0.333, -0.536, 0.623], [-1.432, 0.360, 0.012], [-1.374, 1.849, 0.290], [0.833, -0.555, -1.592], [2.243, -0.878, 1.498], [1.371, 0.712, -0.065], [-0.203, -0.305, 1.682], [-0.664, -1.559, 0.440], [-1.656, 0.105, -1.023], [-2.352, -0.058, 0.474], [-0.521, 2.213, -0.287], [-2.315, 2.374, 0.088], [-1.241, 2.096, 1.351], [0.050, -1.163, -1.782], [1.698, -0.991, -1.887]],
  "e_tot_ev": -8899.2972,
  "largest_force_ev_per_a": 2.8,
  "gap_ev": [3.2, 6.9],
  "e_above_lowest_kj_mol": 83.4,
  "charge": -1,
  "multiplicity": 2
}

=====

# 4
{
  "formula": "C5H11NO",
  "method": "the ωB97M-V functional and the def2-TZVPD basis",
  "symbols": ["C", "C", "N", "C", "C", "C", "O", "H", "H", "H", "H", "H", "H", "H", "H", "H", "H", "H"],
  "xyz": [[0.996, 0.270, 1.794], [-0.641, 0.291, 1.349], [-0.830, -0.135, -0.023], [-0.158, -1.411, -0.102], [-0.690, 0.844, -1.004], [-0.015, 0.434, -2.300], [-1.063, 1.987, -0.816], [1.017, 0.242, 2.881], [1.419, 1.197, 1.410], [1.827, -0.460, 1.553], [-1.098, 1.293, 1.429], [-1.223, -0.387, 1.993], [-0.718, -2.157, 0.471], [0.003, -1.759, -1.117], [0.758, -1.225, 0.460], [0.115, 1.329, -2.911], [-0.599, -0.305, -2.856], [0.969, -0.001, -2.092]],
  "e_tot_ev": -8900.0205,
  "largest_force_ev_per_a": 1.7,
  "gap_ev": 10.2,
  "e_above_lowest_kj_mol": 161.8,
  "smiles": "CCN(C)C(C)=O",
  "multiplicity": 1
}

=====

# 5
{
  "formula": "C5H11NO",
  "method": "the ωB97M-V functional and the def2-TZVPD basis",
  "symbols": ["C", "C", "C", "O", "N", "C", "C", "H", "H", "H", "H", "H", "H", "H", "H", "H", "H", "H"],
  "xyz": [[1.430, -0.331, -1.672], [1.630, 0.465, -0.390], [0.773, 0.120, 1.032], [1.218, -0.305, 2.143], [-0.619, 0.018, 0.708], [-1.398, -0.068, 1.851], [-1.444, -0.001, -0.588], [1.318, -1.444, -1.528], [2.200, -0.290, -2.479], [0.567, -0.039, -2.300], [2.641, 0.309, 0.118], [1.702, 1.645, -0.531], [-2.113, -0.816, 1.613], [-1.855, 1.034, 1.974], [-0.851, -0.322, 2.704], [-1.325, -0.944, -1.087], [-1.329, 0.871, -1.307], [-2.544, 0.096, -0.261]],
  "e_tot_ev": -8898.7750,
  "largest_force_ev_per_a": 4.7,
  "gap_ev": 9.8,
  "e_above_lowest_kj_mol": 282.0,
  "smiles": "CCC(=O)N(C)C",
  "multiplicity": 1
}

=====

# 6
{
  "formula": "C5H11NO",
  "method": "the ωB97M-V functional and the def2-TZVPD basis",
  "symbols": ["C", "N", "C", "C", "C", "C", "H", "H", "H", "H", "H", "H", "H", "H", "H", "O", "H", "H"],
  "xyz": [[1.345, -1.769, 0.864], [0.505, -0.861, 0.637], [0.645, -0.025, -0.480], [1.761, 0.568, -0.857], [-0.590, 0.019, -1.347], [-1.898, -0.065, -0.577], [1.362, -2.373, 1.762], [2.269, -1.810, 0.285], [1.802, 1.417, -1.528], [2.692, 0.454, -0.320], [-0.567, 0.930, -1.960], [-0.564, -0.720, -2.149], [-2.774, -0.076, -1.227], [-1.972, -1.032, -0.092], [-2.044, 0.741, 0.134], [-1.049, 1.645, 2.186], [-0.445, 1.004, 1.766], [-0.479, 1.952, 2.904]],
  "e_tot_ev": -8899.4153,
  "largest_force_ev_per_a": 1.7,
  "gap_ev": 10.0,
  "e_above_lowest_kj_mol": 220.2,
  "smiles": "C=NC(=C)CC.O",
  "multiplicity": 1
}

=====

# 7
{
  "formula": "C5H11NO",
  "method": "the ωB97M-V functional and the def2-TZVPD basis",
  "symbols": ["C", "C", "C", "C", "C", "N", "H", "H", "H", "H", "H", "H", "H", "H", "H", "O", "H", "H"],
  "xyz": [[-2.124, 1.046, -1.874], [-1.261, 1.704, -1.101], [-0.367, 1.066, -0.173], [-0.441, -0.172, 0.451], [0.418, -0.843, 1.329], [-0.061, -2.210, 1.818], [-2.448, 1.368, -2.844], [-2.073, -0.048, -1.898], [-1.201, 2.669, -1.134], [0.641, 1.498, -0.240], [-1.443, -0.683, 0.203], [1.464, -0.944, 0.869], [0.507, -0.175, 2.367], [-0.987, -2.090, 2.240], [-0.019, -3.062, 1.219], [3.041, 0.021, -0.162], [2.887, -0.009, -1.085], [3.469, 0.863, 0.015]],
  "e_tot_ev": -8897.7198,
  "largest_force_ev_per_a": 7.2,
  "gap_ev": 8.9,
  "e_above_lowest_kj_mol": 383.8,
  "smiles": "C=C/C=C/CN.O",
  "multiplicity": 1
}

=====

# 8
{
  "formula": "C5H11NO",
  "method": "the ωB97M-V functional and the def2-TZVPD basis",
  "symbols": ["C", "C", "C", "C", "C", "N", "H", "H", "H", "H", "H", "H", "H", "H", "H", "O", "H", "H"],
  "xyz": [[-2.813, -0.344, -1.937], [-1.813, -0.582, -1.095], [-1.026, 0.495, -0.438], [0.203, 0.261, -0.003], [1.068, 1.303, 0.635], [2.381, 1.455, -0.008], [-3.257, -1.168, -2.489], [-3.341, 0.592, -2.086], [-1.397, -1.572, -0.958], [-1.509, 1.463, -0.466], [0.642, -0.729, -0.076], [0.572, 2.272, 0.714], [1.306, 1.023, 1.660], [2.756, 0.594, -0.389], [2.308, 2.067, -0.815], [1.370, -2.560, 2.901], [0.989, -1.683, 2.835], [1.561, -2.886, 2.015]],
  "e_tot_ev": -8899.4619,
  "largest_force_ev_per_a": 1.7,
  "gap_ev": 9.7,
  "e_above_lowest_kj_mol": 215.7,
  "smiles": "C=C/C=C/CN.O",
  "multiplicity": 1
}

=====

# 9
{
  "formula": "C5H11NO",
  "method": "the ωB97M-V functional and the def2-TZVPD basis",
  "symbols": ["C", "C", "C", "C", "C", "O", "N", "H", "H", "H", "H", "H", "H", "H", "H", "H", "H", "H"],
  "xyz": [[0.241, 1.181, -0.184], [-0.135, -0.920, 1.291], [0.146, 1.654, -1.580], [-1.547, -1.335, 0.877], [0.606, -0.276, 0.141], [1.774, 0.839, 0.673], [1.101, -0.933, -0.903], [2.460, 0.633, 0.018], [-0.088, 1.851, 0.608], [0.556, -1.756, -1.149], [-0.183, -0.216, 2.126], [0.440, -1.791, 1.616], [0.259, 0.849, -2.308], [-0.823, 2.141, -1.724], [0.915, 2.394, -1.817], [-1.520, -2.095, 0.094], [-2.095, -1.742, 1.725], [-2.107, -0.479, 0.495]],
  "e_tot_ev": -8897.4170,
  "largest_force_ev_per_a": 2.6,
  "gap_ev": 8.2,
  "e_above_lowest_kj_mol": 413.0,
  "multiplicity": 1
}

=====

# 10
{
  "formula": "C5H11NO",
  "method": "the ωB97M-V functional and the def2-TZVPD basis",
  "symbols": ["N", "C", "C", "C", "C", "C", "O", "H", "H", "H", "H", "H", "H", "H", "H", "H", "H", "H"],
  "xyz": [[-0.521, -1.937, -0.201], [0.842, -1.355, 0.105], [1.215, -0.086, -0.762], [0.032, 0.894, -1.135], [-0.985, 1.067, -0.006], [-0.531, 1.367, 1.370], [0.518, 1.787, 1.760], [-1.346, -1.496, 0.187], [-0.459, -2.802, 0.324], [0.821, -1.096, 1.335], [1.666, -2.101, 0.009], [1.902, 0.466, -0.034], [1.621, -0.517, -1.700], [0.476, 1.849, -1.288], [-0.436, 0.537, -2.046], [-1.661, 0.246, 0.094], [-1.810, 1.852, -0.227], [-1.344, 1.324, 2.215]],
  "e_tot_ev": -8899.2755,
  "largest_force_ev_per_a": 3.6,
  "gap_ev": 10.2,
  "e_above_lowest_kj_mol": 233.7,
  "smiles": "NCCCCC=O",
  "multiplicity": 1
}

=====

# 11
{
  "formula": "C5H11NO",
  "method": "the ωB97M-V functional and the def2-TZVPD basis",
  "symbols": ["C", "C", "C", "N", "C", "C", "H", "H", "H", "H", "H", "H", "H", "H", "H", "O", "H", "H"],
  "xyz": [[1.334, 1.829, -1.402], [1.137, 0.821, -0.424], [0.002, 0.567, 0.481], [-0.901, 1.586, 0.832], [-0.216, -0.728, 0.960], [-1.245, -0.928, 2.043], [1.699, 2.919, -1.137], [1.693, 1.402, -2.396], [1.871, 0.025, -0.466], [-1.165, 1.693, 1.828], [-0.529, 2.486, 0.715], [0.229, -1.602, 0.490], [-2.032, -0.192, 2.012], [-0.785, -0.795, 2.993], [-1.561, -1.999, 2.104], [0.017, -2.414, -2.107], [0.131, -1.884, -2.952], [0.556, -3.206, -2.110]],
  "e_tot_ev": -8897.3202,
  "largest_force_ev_per_a": 3.0,
  "gap_ev": 7.5,
  "e_above_lowest_kj_mol": 422.3,
  "smiles": "C=C/C(N)=C/C.O",
  "multiplicity": 1
}

=====

# 12
{
  "formula": "C5H11NO",
  "method": "the ωB97M-V functional and the def2-TZVPD basis",
  "symbols": ["C", "C", "C", "N", "C", "C", "O", "H", "H", "H", "H", "H", "H", "H", "H", "H", "H", "H"],
  "xyz": [[1.068, -1.039, -0.905], [0.419, -0.538, 0.375], [1.342, 0.378, 1.177], [-0.821, 0.132, 0.059], [-0.872, 1.332, -0.758], [-2.012, -0.496, 0.318], [-2.094, -1.619, 0.775], [1.332, -0.203, -1.566], [1.983, -1.588, -0.675], [0.386, -1.706, -1.443], [0.140, -1.389, 0.999], [0.842, 0.750, 2.078], [2.235, -0.175, 1.484], [1.672, 1.237, 0.583], [-0.103, 2.074, -0.497], [-0.808, 1.119, -1.867], [-1.777, 1.607, -0.214], [-2.934, 0.098, 0.090]],
  "e_tot_ev": -8900.5898,
  "largest_force_ev_per_a": 2.7,
  "gap_ev": 10.1,
  "e_above_lowest_kj_mol": 106.9,
  "smiles": "CC(C)N(C)C=O",
  "multiplicity": 1
}

=====

# 13
{
  "formula": "C5H11NO",
  "method": "the ωB97M-V functional and the def2-TZVPD basis",
  "symbols": ["C", "C", "N", "C", "C", "C", "O", "H", "H", "H", "H", "H", "H", "H", "H", "H", "H", "H"],
  "xyz": [[-1.945, -0.891, -0.675], [-1.466, -0.043, 0.494], [-0.025, -0.196, 0.664], [0.651, 0.796, 1.476], [0.814, 0.788, -0.001], [2.030, 0.191, -0.685], [1.667, -0.936, -1.447], [-3.021, -0.766, -0.836], [-1.747, -1.950, -0.479], [-1.420, -0.613, -1.596], [-1.741, 1.016, 0.338], [-1.948, -0.368, 1.423], [0.053, 1.593, 1.918], [1.445, 0.412, 2.114], [0.286, 1.571, -0.550], [2.477, 0.914, -1.373], [2.792, -0.065, 0.070], [1.097, -1.453, -0.855]],
  "e_tot_ev": -8899.7021,
  "largest_force_ev_per_a": 0.4,
  "gap_ev": 10.7,
  "e_above_lowest_kj_mol": 192.5,
  "smiles": "CCN1C[C@H]1CO",
  "multiplicity": 1
}